ORCA calculation (ωB97M-V/def2-TZVPD) on a structure of composition C26H46Br14F9Fe2O6 in a non-equilibrium geometry.

Geometry as XYZ:
```
103
Properties=species:S:1:pos:R:3:mulliken_spin:R:1
Fe -0.893 0.475 -1.399 3.829
Fe -3.954 0.282 0.280 3.838
C -4.205 -0.308 -2.526 -0.003
O -5.121 -0.301 -1.408 0.021
O -3.019 0.106 -1.877 0.123
C -4.168 -1.551 -3.531 -0.001
F -3.110 -1.462 -4.433 0.000
F -4.286 -2.789 -2.953 0.000
F -5.307 -1.466 -4.229 0.001
C -6.540 -0.475 -1.673 0.005
C -7.295 -0.192 -0.301 -0.001
H -7.017 0.717 0.232 0.004
H -8.298 0.156 -0.548 0.001
H -7.459 -1.066 0.330 0.001
H -6.783 -1.485 -2.002 0.001
H -6.928 0.153 -2.474 0.001
H -4.550 0.539 -3.119 -0.008
C 0.306 2.421 -2.825 -0.023
O -0.649 2.541 -1.747 0.000
O 0.471 1.037 -2.929 0.099
C -0.016 3.300 -4.179 -0.001
F -0.808 2.627 -4.990 0.000
F -0.655 4.432 -4.003 0.000
F 1.077 3.539 -4.935 0.000
C -1.037 3.863 -1.355 -0.001
C -1.528 3.913 0.042 0.003
H -2.324 3.188 0.211 0.002
H -0.756 3.695 0.780 0.000
H -1.915 4.916 0.223 0.000
H -1.877 4.052 -2.023 0.001
H -0.250 4.615 -1.407 0.003
H 1.186 2.936 -2.441 -0.004
C -0.640 0.545 1.529 -0.037
O 0.339 0.465 0.514 0.033
O -1.768 0.591 0.656 0.034
C -0.529 -0.723 2.439 0.012
F -1.573 -0.672 3.306 0.002
F -0.480 -1.972 1.890 -0.001
F 0.605 -0.571 3.121 0.000
C 1.704 0.809 0.739 -0.008
C 2.644 -0.047 -0.184 -0.003
H 2.250 -1.020 0.111 0.001
H 2.498 0.295 -1.208 0.003
H 3.703 -0.075 0.072 0.000
H 1.979 0.758 1.792 0.000
H 1.788 1.868 0.497 -0.002
H -0.587 1.462 2.116 -0.005
Br -5.575 -1.795 5.281 0.000
C -4.983 -0.124 6.165 0.000
C -3.550 0.078 5.839 -0.001
Br -2.694 1.570 6.861 0.000
H -5.094 -0.239 7.243 0.000
H -5.543 0.776 5.913 0.000
H -3.391 0.213 4.769 0.001
H -2.912 -0.748 6.152 0.000
Br 1.617 -2.547 -4.688 0.000
C 3.163 -1.298 -4.429 0.000
C 4.199 -1.872 -3.521 0.000
Br 5.640 -0.570 -2.991 0.000
H 2.768 -0.369 -4.018 0.001
H 3.594 -1.146 -5.419 0.000
H 4.564 -2.824 -3.907 0.000
H 3.609 -2.095 -2.632 0.000
Br 6.081 2.229 -0.156 0.000
C 4.649 3.118 -1.164 -0.001
C 4.342 4.440 -0.595 0.000
Br 2.978 5.175 -1.754 0.000
H 3.764 2.483 -1.115 0.000
H 4.964 3.171 -2.206 0.000
H 5.185 5.101 -0.799 0.000
H 4.010 4.399 0.442 0.000
Br 5.117 2.335 5.206 0.000
C 3.622 2.699 3.936 0.000
C 3.529 4.195 3.715 0.000
Br 2.028 4.571 2.378 0.000
H 2.706 2.248 4.319 0.000
H 3.787 2.165 3.001 0.000
H 4.484 4.653 3.458 0.000
H 3.324 4.693 4.662 0.000
Br -2.959 -6.686 2.569 0.002
C -3.577 -5.305 1.231 -0.001
C -3.457 -3.853 1.836 0.009
Br -3.561 -2.397 0.476 0.033
H -4.546 -5.534 0.788 0.000
H -2.865 -5.445 0.418 0.000
H -2.573 -3.734 2.462 0.000
H -4.242 -3.664 2.569 0.000
Br 4.541 -3.445 -0.270 0.000
C 6.378 -3.073 0.424 0.000
C 6.649 -1.609 0.643 0.000
Br 8.302 -1.341 1.811 0.000
H 7.139 -3.662 -0.088 0.000
H 6.342 -3.465 1.440 0.000
H 5.822 -1.218 1.235 0.000
H 6.819 -1.107 -0.309 0.000
Br -0.027 -1.803 -1.392 -0.010
C 0.772 -3.697 -1.337 0.040
C -0.366 -4.649 -1.464 0.000
Br 0.309 -6.524 -1.437 0.006
H 1.326 -3.790 -0.404 0.002
H 1.455 -3.792 -2.181 0.001
H -0.756 -4.404 -2.452 0.000
H -1.133 -4.610 -0.690 0.000
```

Properties
Total charge: +1
Electronic energy: -40931.8194 Eh
Molecular weight: 1856.0 Da
Spin multiplicity: 9